{"formula": "C43H62FN2O32PS", "method": "wB97M-V/def2-TZVPD", "elements": ["C", "C", "O", "C", "C", "O", "C", "C", "N", "P", "C", "C", "C", "C", "S", "C", "N", "C", "C", "F", "H", "H", "H", "H", "H", "H", "H", "H", "H", "H", "H", "H", "H", "H", "H", "H", "H", "H", "H", "H", "H", "H", "C", "C", "O", "C", "O", "O", "H", "H", "H", "H", "C", "C", "O", "C", "O", "O", "H", "H", "H", "H", "C", "C", "O", "C", "O", "O", "H", "H", "H", "H", "C", "C", "O", "C", "O", "O", "H", "H", "H", "H", "C", "C", "O", "C", "O", "O", "H", "H", "H", "H", "C", "C", "O", "C", "O", "O", "H", "H", "H", "H", "C", "C", "O", "C", "O", "O", "H", "H", "H", "H", "C", "C", "O", "C", "O", "O", "H", "H", "H", "H", "C", "C", "O", "C", "O", "O", "H", "H", "H", "H", "C", "C", "O", "C", "O", "O", "H", "H", "H", "H"], "coordinates": [[6.481858, 0.597854, 2.863396], [5.754554, 0.982910, 1.536633], [4.485859, 1.568527, 1.757163], [3.481506, 1.079066, 0.882691], [2.587825, 0.070428, 1.675472], [1.230560, 0.236843, 1.249812], [0.247453, 0.011385, 2.201651], [0.353592, 1.130256, 3.253595], [0.446956, 1.962646, 3.983486], [-1.381902, 0.499415, 1.293497], [-2.142105, -0.980367, 0.491082], [-2.565255, 1.158938, 2.608917], [-4.058727, 1.000253, 2.210073], [0.261875, -1.357825, 2.982283], [-1.356845, -1.873785, 3.732634], [1.125297, -1.169631, 4.222191], [1.802614, -1.016160, 5.092783], [0.847410, -2.632086, 2.277785], [0.605654, -2.788233, 0.785090], [2.183073, -2.764891, 2.626654], [5.926105, 0.905881, 3.758630], [7.448628, 1.122394, 2.913659], [6.744333, -0.467545, 2.886053], [5.734791, 0.076114, 0.913820], [6.443416, 1.677133, 1.018554], [3.903455, 0.574496, 0.002765], [2.885480, 1.918144, 0.487744], [2.926012, -0.921892, 1.337053], [2.799434, 0.258415, 2.735978], [-3.081529, -0.654717, 0.020668], [-2.402598, -1.823284, 1.148592], [-1.538060, -1.391652, -0.328035], [-2.358812, 2.240980, 2.608640], [-2.323768, 0.816009, 3.620528], [-4.648914, 0.976235, 3.140840], [-4.417509, 1.884553, 1.666135], [-4.284041, 0.093354, 1.638583], [-1.373294, -1.183488, 4.906310], [0.366177, -3.495212, 2.761819], [1.338301, -3.520689, 0.410150], [-0.385280, -3.207678, 0.559226], [0.718505, -1.880827, 0.179912], [3.414549, 1.331790, 6.525367], [2.644250, 2.126484, 7.545825], [3.376977, 1.882105, 8.748777], [4.647405, 1.543509, 8.396092], [5.551111, 1.439711, 9.161309], [4.744052, 1.340240, 7.058248], [3.390093, 1.785119, 5.535813], [3.070413, 0.300626, 6.450474], [2.653170, 3.198850, 7.338217], [1.612335, 1.795194, 7.643999], [-3.550663, -1.554088, -3.591047], [-4.951191, -1.476896, -4.136492], [-5.728754, -1.202112, -2.965725], [-4.909298, -0.622547, -2.062996], [-5.282822, -0.111708, -1.049215], [-3.614810, -0.684051, -2.454276], [-2.802803, -1.211015, -4.301463], [-3.284341, -2.558191, -3.254326], [-5.083605, -0.660417, -4.844598], [-5.268905, -2.404744, -4.604770], [-4.567572, 0.613999, -7.999779], [-3.746122, 0.085355, -9.147895], [-3.018845, -0.986546, -8.544138], [-3.719780, -1.398971, -7.460012], [-3.475645, -2.378852, -6.830216], [-4.739215, -0.546873, -7.181357], [-5.529527, 1.010600, -8.316274], [-4.042600, 1.378002, -7.423068], [-4.362196, -0.316951, -9.954941], [-3.068510, 0.830811, -9.558457], [10.639789, -2.758284, 3.241525], [9.274409, -2.215279, 3.578074], [9.299240, -0.916161, 2.986516], [10.222276, -0.936784, 1.989248], [10.370641, -0.068714, 1.192219], [10.952646, -2.083267, 2.023555], [10.640540, -3.836918, 3.097908], [11.390406, -2.499429, 3.991644], [8.468145, -2.795157, 3.122836], [9.100299, -2.149240, 4.650156], [-6.265340, -3.007216, 1.563737], [-6.403970, -4.478389, 1.863322], [-5.566425, -5.078550, 0.873740], [-4.652893, -4.150696, 0.491692], [-3.707519, -4.376814, -0.194193], [-4.957868, -2.927881, 0.995293], [-6.339295, -2.386928, 2.454745], [-6.991470, -2.657255, 0.826867], [-6.025474, -4.742508, 2.853252], [-7.428653, -4.832176, 1.770824], [3.986948, -0.927458, -3.953850], [4.748976, 0.279501, -3.477211], [4.767778, 0.102639, -2.058199], [4.607795, -1.225391, -1.812696], [4.741764, -1.730749, -0.743344], [4.275812, -1.896284, -2.943026], [4.317364, -1.273809, -4.930809], [2.908053, -0.757933, -3.982927], [5.776574, 0.295755, -3.843326], [4.263359, 1.215699, -3.744513], [-7.032666, 2.131442, -2.238167], [-7.074048, 3.589053, -1.863213], [-6.316184, 4.201854, -2.911616], [-6.363305, 3.380003, -3.985981], [-5.974789, 3.672112, -5.076518], [-6.908348, 2.182396, -3.665701], [-7.933341, 1.595225, -1.946031], [-6.165170, 1.612353, -1.827559], [-8.081064, 3.995912, -1.875556], [-6.623671, 3.785152, -0.891459], [-9.989047, 5.679129, -6.641646], [-9.216528, 6.900473, -6.212728], [-9.173986, 6.758980, -4.792997], [-9.328755, 5.442494, -4.507294], [-9.172565, 4.965855, -3.428874], [-9.682176, 4.739631, -5.612318], [-9.678097, 5.303739, -7.614366], [-11.068160, 5.848496, -6.654765], [-8.194566, 6.906750, -6.597409], [-9.706831, 7.829813, -6.495613], [-0.347310, -1.874668, 8.247469], [-0.041198, -3.070936, 7.384932], [-1.068435, -3.994690, 7.749729], [-2.111154, -3.276036, 8.242396], [-3.184885, -3.723834, 8.479752], [-1.762287, -1.973250, 8.424098], [-0.079902, -0.933074, 7.770793], [0.135851, -1.926909, 9.225458], [-0.128389, -2.849033, 6.321078], [0.944153, -3.488303, 7.580707], [9.546945, 1.809269, -4.761941], [10.262432, 0.508284, -5.021428], [9.184831, -0.394489, -5.275189], [8.123610, 0.338263, -5.695233], [7.123123, -0.123410, -6.144316], [8.352089, 1.666784, -5.533987], [10.117659, 2.676500, -5.087048], [9.275608, 1.936341, -3.711850], [10.902789, 0.550488, -5.905150], [10.854573, 0.176758, -4.171146]], "atomic_forces_ev_per_a": [[0.27, 0.49, -0.27], [1.67, -0.38, 0.55], [0.07, -0.39, -0.55], [-0.63, -0.08, 0.11], [1.33, 0.36, -1.45], [0.04, -0.53, 0.33], [-1.29, 1.11, 0.97], [-0.57, -4.79, -4.23], [0.42, 3.97, 3.53], [-0.05, 0.83, -0.96], [-0.30, -0.73, 0.48], [0.15, 0.13, -0.44], [0.01, 0.05, 0.74], [1.30, 0.08, 1.99], [-0.38, 0.05, -0.05], [-3.13, -1.00, -4.92], [2.59, 0.49, 3.90], [-0.96, -0.68, 0.05], [0.42, -0.10, -0.69], [0.11, 0.24, -0.53], [-0.07, -0.28, -0.30], [-0.31, -0.14, 0.01], [-0.41, 0.24, 0.17], [-0.54, 0.31, 0.07], [-0.61, 0.05, -0.01], [0.04, 0.24, 0.44], [0.02, -0.17, 0.44], [-0.19, 0.12, 0.70], [-0.53, -0.16, -0.15], [0.33, 0.14, 0.23], [0.05, 0.26, -0.10], [0.07, 0.47, 0.27], [0.14, -0.39, 0.08], [-0.30, -0.18, -0.28], [0.10, -0.09, -0.33], [0.22, -0.39, -0.12], [0.05, 0.25, 0.13], [0.36, -0.01, -0.60], [0.07, 0.32, 0.00], [-0.20, 0.20, 0.20], [0.22, 0.15, 0.39], [0.11, -0.10, 0.39], [-0.15, -0.18, -0.43], [-0.32, 0.22, -0.09], [0.25, -0.12, -0.14], [0.15, -0.02, 0.01], [-0.07, 0.00, -0.01], [-0.12, 0.17, 0.39], [0.19, -0.02, 0.03], [0.07, 0.12, 0.04], [0.03, -0.02, 0.01], [0.07, -0.03, 0.18], [0.36, -0.27, -0.26], [-0.12, -0.19, -0.55], [0.27, 0.15, 0.38], [0.02, -0.12, -0.03], [0.18, -0.18, 0.12], [-0.44, 0.04, 0.07], [0.01, 0.14, 0.15], [-0.04, 0.04, 0.06], [-0.02, 0.01, 0.09], [-0.13, 0.03, 0.13], [-0.19, 0.47, -0.01], [0.02, 0.20, -0.38], [-0.21, -0.03, 0.27], [0.06, -0.14, -0.01], [-0.01, 0.09, 0.07], [0.27, -0.13, -0.24], [-0.06, -0.15, 0.16], [-0.01, -0.04, 0.01], [0.00, -0.03, 0.05], [0.14, -0.15, 0.07], [0.19, -0.33, 0.18], [-0.31, -0.17, 0.31], [0.42, -0.17, -0.20], [-0.03, 0.16, -0.10], [-0.01, -0.06, 0.03], [-0.22, 0.20, 0.06], [0.06, 0.07, -0.19], [-0.03, 0.04, -0.02], [0.04, 0.02, -0.03], [-0.03, 0.21, -0.06], [-0.31, 0.34, 0.13], [-0.28, -0.16, 0.29], [0.15, 0.29, -0.06], [0.14, -0.05, -0.10], [-0.03, 0.06, 0.03], [0.02, -0.30, -0.04], [0.20, 0.05, -0.07], [0.05, -0.03, -0.02], [0.04, 0.02, -0.04], [0.10, -0.12, -0.15], [-0.18, -0.06, -0.45], [0.18, 0.45, -0.32], [-0.08, -0.47, -0.08], [0.05, -0.11, 0.01], [-0.05, 0.05, -0.02], [0.08, 0.25, 0.28], [0.09, -0.15, 0.13], [0.02, 0.00, 0.07], [-0.04, -0.06, -0.02], [0.01, 0.02, 0.22], [0.05, -0.27, 0.34], [-0.20, 0.11, 0.55], [0.03, -0.30, -0.29], [-0.10, 0.09, 0.04], [-0.02, -0.03, 0.00], [0.16, 0.29, -0.12], [-0.01, -0.03, -0.24], [-0.20, 0.18, -0.07], [0.05, 0.01, -0.06], [0.22, 0.09, -0.16], [-0.18, -0.06, -0.39], [0.13, 0.35, -0.28], [-0.11, -0.32, 0.00], [0.10, -0.03, 0.06], [-0.19, 0.08, -0.18], [0.07, 0.23, 0.22], [0.05, -0.17, 0.13], [0.03, 0.01, 0.05], [-0.01, -0.06, 0.04], [0.00, 0.02, 0.22], [0.26, 0.32, 0.11], [0.42, -0.07, -0.21], [-0.19, 0.29, 0.16], [-0.14, -0.11, 0.03], [0.04, 0.05, -0.03], [0.00, -0.29, -0.13], [-0.18, 0.01, 0.01], [-0.03, -0.03, -0.01], [0.00, -0.01, -0.02], [-0.11, -0.15, 0.02], [0.18, 0.35, 0.22], [0.45, -0.07, 0.09], [-0.23, 0.26, -0.07], [-0.04, -0.09, -0.08], [-0.03, 0.05, 0.11], [0.01, -0.33, -0.01], [-0.18, 0.02, -0.12], [-0.01, -0.05, -0.02], [-0.06, 0.01, -0.01], [-0.15, -0.16, -0.01]], "multiplicity": 1, "lumo_ev": 0.2, "gap_ev": 8.5, "smiles": "CCOCCO[C@@](C#N)(P(C)CC)[C@](S)(C#N)[C@@H](C)F.O=C1OCCO1.O=C1OCCO1.O=C1OCCO1.O=C1OCCO1.O=C1OCCO1.O=C1OCCO1.O=C1OCCO1.O=C1OCCO1.O=C1OCCO1.O=C1OCCO1"}